The following is a quantum chemistry calculation of a cluster of 11 separate species, C68H156F12N7O25P4S12 in total in a non-equilibrium geometry, from OMol25.

Structure (XYZ):
```
284
C68H156F12N7O25P4S12, DFT ωB97M-V with the def2-TZVPD basis set
C -1.561 0.460 1.107
C -0.057 0.683 1.600
C 0.957 0.456 0.473
O 2.301 0.893 0.880
C 3.288 0.774 -0.095
N 0.084 2.085 2.162
H 1.041 2.382 2.291
H -0.177 2.765 1.463
H -0.484 2.177 2.992
H -1.781 1.011 0.192
H -2.231 0.836 1.879
H -1.783 -0.578 0.857
H -0.001 0.104 2.522
H 0.565 0.950 -0.416
H 1.080 -0.612 0.294
H 4.243 1.153 0.271
H 3.160 1.516 -0.882
H 3.580 -0.232 -0.398
C -6.747 -1.956 -8.863
C -5.766 -1.244 -8.057
C -4.999 -2.118 -7.055
C -3.978 -1.390 -6.105
P -2.446 -2.169 -5.734
C -1.573 -2.710 -7.273
C -1.240 -1.536 -8.182
C -0.713 -1.785 -9.605
C -0.559 -0.468 -10.438
C -2.692 -3.582 -4.586
C -3.164 -4.939 -5.256
C -3.531 -6.128 -4.289
C -2.415 -6.313 -3.159
C -1.362 -1.055 -4.797
C 0.067 -1.452 -4.744
C 0.918 -0.718 -3.666
C 1.009 0.815 -3.758
H -7.754 -2.119 -8.478
H -6.411 -2.971 -9.076
H -6.825 -1.453 -9.827
H -6.246 -0.505 -7.416
H -5.037 -0.715 -8.672
H -4.581 -3.006 -7.529
H -5.706 -2.498 -6.318
H -4.506 -1.025 -5.224
H -3.548 -0.506 -6.576
H -2.190 -3.535 -7.628
H -0.590 -3.166 -7.156
H -0.638 -0.848 -7.588
H -2.167 -0.979 -8.322
H -1.201 -2.603 -10.135
H 0.281 -2.197 -9.430
H -1.344 0.287 -10.479
H -0.249 -0.711 -11.454
H 0.343 0.060 -10.129
H -3.452 -3.247 -3.880
H -1.777 -3.731 -4.011
H -2.308 -5.288 -5.833
H -4.058 -4.741 -5.849
H -3.613 -6.977 -4.967
H -4.518 -5.992 -3.847
H -1.471 -6.626 -3.603
H -2.699 -7.174 -2.554
H -2.104 -5.481 -2.526
H -1.802 -0.987 -3.802
H -1.442 -0.130 -5.367
H 0.549 -1.293 -5.709
H 0.166 -2.518 -4.536
H 1.946 -1.077 -3.611
H 0.627 -0.833 -2.621
H 1.629 1.293 -2.999
H 0.041 1.309 -3.675
H 1.530 0.947 -4.707
C 3.960 4.378 -2.012
C 3.177 5.658 -1.899
C 2.725 6.055 -0.461
C 1.796 7.299 -0.482
P 1.221 7.840 1.167
C -0.506 8.240 1.021
C -0.953 9.638 1.536
C -2.414 9.881 2.008
C -2.967 9.204 3.279
C 1.440 6.500 2.451
C 1.471 6.970 3.936
C 1.620 5.827 4.928
C 0.351 4.962 4.967
C 2.324 9.246 1.761
C 3.803 8.848 1.757
C 4.680 10.101 2.018
C 6.206 9.850 2.090
H 3.429 3.502 -1.638
H 4.774 4.367 -1.288
H 4.417 4.177 -2.981
H 2.290 5.640 -2.533
H 3.717 6.479 -2.371
H 3.638 6.028 0.134
H 2.084 5.248 -0.106
H 0.838 7.075 -0.953
H 2.171 8.162 -1.034
H -0.970 7.467 1.635
H -0.770 8.157 -0.033
H -0.732 10.410 0.799
H -0.385 9.947 2.414
H -3.107 9.699 1.186
H -2.462 10.957 2.173
H -4.000 9.419 3.552
H -2.515 9.656 4.162
H -2.844 8.121 3.301
H 2.384 6.071 2.115
H 0.670 5.754 2.252
H 0.529 7.400 4.277
H 2.334 7.623 4.063
H 1.829 6.246 5.912
H 2.492 5.210 4.710
H 0.263 4.135 5.672
H 0.218 4.625 3.939
H -0.498 5.603 5.204
H 1.965 9.821 2.615
H 2.252 9.988 0.966
H 4.077 8.378 0.813
H 3.999 8.050 2.473
H 4.302 10.671 2.866
H 4.612 10.805 1.189
H 6.480 9.202 2.923
H 6.636 10.849 2.149
H 6.726 9.455 1.217
C 1.754 -2.367 2.782
C 3.205 -1.762 2.940
C 4.296 -2.672 2.398
C 4.030 -3.121 0.995
P 5.381 -3.989 0.060
C 6.926 -3.011 0.402
C 7.135 -1.497 -0.095
C 8.104 -0.604 0.670
C 8.202 0.781 0.012
C 5.324 -5.545 1.010
C 6.205 -5.619 2.280
C 6.231 -7.024 2.864
C 4.851 -7.672 2.961
C 4.753 -4.205 -1.612
C 4.722 -2.873 -2.447
C 4.206 -3.168 -3.853
C 5.201 -3.762 -4.846
H 1.722 -3.314 3.322
H 1.491 -2.614 1.753
H 0.947 -1.888 3.335
H 3.321 -1.686 4.021
H 3.162 -0.725 2.608
H 4.446 -3.515 3.073
H 5.194 -2.061 2.308
H 3.771 -2.233 0.418
H 3.119 -3.720 0.970
H 7.771 -3.632 0.105
H 6.985 -3.023 1.490
H 6.157 -1.031 -0.218
H 7.526 -1.766 -1.076
H 9.050 -1.132 0.791
H 7.918 -0.406 1.726
H 9.074 1.338 0.355
H 7.322 1.407 0.156
H 8.331 0.607 -1.056
H 5.584 -6.402 0.390
H 4.257 -5.709 1.163
H 5.853 -4.891 3.012
H 7.230 -5.430 1.961
H 6.757 -7.010 3.818
H 6.779 -7.795 2.323
H 4.486 -7.922 1.964
H 4.061 -7.024 3.340
H 4.765 -8.602 3.524
H 3.763 -4.641 -1.480
H 5.353 -4.947 -2.138
H 5.733 -2.468 -2.490
H 4.091 -2.124 -1.969
H 3.836 -2.264 -4.336
H 3.288 -3.754 -3.790
H 4.792 -3.881 -5.849
H 5.645 -4.718 -4.570
H 6.012 -3.041 -4.945
C -6.122 1.826 1.852
C -6.526 0.361 1.728
C -6.009 -0.469 2.802
C -6.480 -1.951 2.704
P -5.723 -3.013 4.027
C -5.517 -1.946 5.548
C -6.768 -1.732 6.490
C -7.672 -0.583 6.110
C -6.918 0.746 6.462
C -4.031 -3.220 3.486
C -3.867 -4.325 2.365
C -2.497 -4.374 1.711
C -1.235 -4.447 2.683
C -6.833 -4.452 4.255
C -7.528 -4.994 3.018
C -8.372 -6.231 3.123
C -7.866 -7.362 3.833
H -6.731 2.339 1.107
H -5.069 2.011 1.643
H -6.412 2.342 2.767
H -6.203 -0.048 0.770
H -7.614 0.311 1.777
H -6.332 -0.157 3.795
H -4.927 -0.340 2.828
H -6.103 -2.394 1.782
H -7.565 -1.897 2.785
H -5.129 -1.004 5.161
H -4.676 -2.319 6.133
H -6.424 -1.553 7.509
H -7.520 -2.470 6.770
H -8.617 -0.618 6.652
H -7.938 -0.661 5.056
H -7.380 1.489 5.812
H -5.883 0.692 6.125
H -6.931 1.067 7.504
H -3.446 -3.415 4.385
H -3.732 -2.223 3.161
H -4.604 -4.229 1.568
H -4.064 -5.307 2.794
H -2.409 -3.443 1.151
H -2.507 -5.086 0.887
H -1.372 -5.420 3.155
H -1.280 -3.637 3.411
H -0.287 -4.433 2.145
H -7.576 -4.286 5.035
H -6.227 -5.142 4.842
H -6.706 -5.330 2.385
H -8.015 -4.248 2.390
H -8.578 -6.595 2.116
H -9.405 -6.123 3.456
H -7.230 -7.024 4.651
H -7.111 -7.745 3.147
H -8.572 -8.154 4.081
N -0.691 3.892 0.324
S -2.154 4.295 0.320
O -3.172 3.271 0.192
O -2.497 5.640 -0.219
F -2.142 4.513 1.941
S -0.651 3.814 -1.388
O -0.632 5.049 -2.102
O -1.433 2.691 -1.977
F 0.877 3.378 -1.474
N 6.024 1.958 -5.268
S 7.280 2.176 -4.617
O 8.303 1.261 -5.080
O 7.342 2.652 -3.233
F 7.745 3.510 -5.501
S 5.250 0.915 -4.156
O 3.999 1.347 -3.609
O 6.091 0.027 -3.364
F 4.765 -0.152 -5.281
N -1.364 1.750 4.611
S -2.649 2.222 5.184
O -2.612 2.694 6.569
O -3.871 1.545 4.766
F -2.869 3.632 4.436
S -1.479 0.279 5.419
O -2.163 -0.807 4.725
O -1.389 0.210 6.873
F 0.038 -0.154 5.096
N -4.548 -1.271 -2.765
S -5.937 -1.643 -2.721
O -6.808 -1.316 -1.593
O -6.268 -2.874 -3.431
F -6.439 -0.532 -3.735
S -4.119 -1.886 -1.266
O -4.287 -3.323 -0.935
O -4.134 -1.056 -0.067
F -2.516 -1.975 -1.555
N 6.485 2.266 4.597
S 5.682 2.438 3.066
O 5.411 1.219 2.321
O 5.915 3.642 2.267
F 4.252 2.888 3.722
S 7.840 2.480 4.032
O 8.211 3.885 4.212
O 8.383 1.725 2.914
F 8.580 1.895 5.311
N 1.463 -5.921 -1.523
S 1.113 -6.362 -0.099
O -0.113 -7.150 0.062
O 1.694 -5.654 0.982
F 2.153 -7.546 -0.310
S 0.650 -4.349 -1.361
O 1.514 -3.180 -1.148
O -0.619 -4.377 -0.649
F 0.237 -4.225 -2.916
```

Values from the calculation:
- E_HOMO (alpha / beta) (Eh) = -0.3065 / -0.3065
- LUMO level (alpha / beta) (eV) = -1.771 / -6.991
- charge = 0
- total energy (eV) = -334435.400
- multiplicity = 2
- gap between HOMO and LUMO (alpha / beta) (eV) = 6.57 / 1.35